Here is a structure of composition C47H46N5O2P3S2SiTi from OMol25. Energies are from ωB97M-V with the def2-TZVPD basis set.

ΔE to the lowest compared entry with this formula, charge and spin (eV): 0.422
Net charge: -1
Electronic energy (eV): -141565.9079
Spin multiplicity: 4
Highest occupied orbital energy (spin up / spin down) (eV): -2.563 / -4.575

Last column: Löwdin spin population.
Geometry (Å):
H -1.9725 -5.9494 -1.1665  0.001
H -4.4323 2.0006 -4.3396  0.000
P -0.1518 0.8455 -2.0044  0.026
H -1.2594 -4.5547 -1.9841  0.001
C 2.7550 -1.9267 -0.8927  0.165
C 4.9800 2.9432 2.8627  -0.001
C -1.1090 -5.2812 -1.1904  0.004
H -3.9645 -0.7875 1.1864  0.000
H 4.6611 3.8786 0.9520  0.000
H -3.8653 0.7904 2.0046  0.000
H -0.5687 5.5839 -0.5597  0.000
C 0.4795 0.3854 -3.6785  0.011
H 3.0245 4.6716 -2.7136  0.000
H -5.3945 -4.2689 1.3867  0.000
H 2.5798 1.3417 -0.9971  0.003
C -1.4195 2.0872 1.4328  -0.002
H -5.1060 -3.5208 -0.9631  0.000
C -4.7073 1.6088 -2.2418  0.001
C -3.2932 -0.1018 1.7107  0.000
H -4.4002 -2.0023 -0.4348  0.000
C 4.4667 2.0551 3.7956  0.000
H 1.0671 -1.5788 -3.0597  0.010
C -0.1674 2.2529 2.0329  0.003
C 1.1713 -3.6711 1.6682  0.011
C 2.5678 1.5977 2.3690  -0.002
H -3.3073 3.0489 1.0483  0.000
C -0.7437 4.4910 2.7280  0.000
C 1.5942 -1.2290 -5.1021  0.003
C 1.2878 5.2851 -1.6022  0.000
H 0.1233 -6.5670 -2.3812  0.000
C 1.0015 0.9218 -5.9835  0.002
C -4.5258 -3.0570 -0.1672  0.001
C 0.5374 -0.1316 3.4331  0.008
C 1.0534 -0.8706 -3.8725  0.015
H 1.6314 6.3040 -1.4621  0.000
H 0.9827 1.6331 -6.8012  0.000
Ti 0.2572 -0.9774 -0.0274  1.018
C 2.0680 4.3699 -2.2995  0.000
N 2.0536 -4.5624 1.2668  0.018
H -0.3738 -2.3335 6.4967  0.000
C 0.3981 2.6346 -1.9584  0.003
C -0.3822 3.5780 -1.2880  0.000
C -1.9699 1.1074 -2.1765  0.005
C -0.8926 -0.6180 5.3179  0.000
C -4.0873 1.2289 -1.0554  0.000
C -0.5688 0.1703 4.2190  0.004
H -2.7097 5.1614 2.1692  0.000
H -0.4796 5.4157 3.2278  0.000
O -1.0306 -4.6242 0.0738  0.015
H -4.7545 -2.7371 1.9699  0.001
N 4.4531 -1.1094 -2.3659  0.216
H 4.5238 0.9898 -2.4333  0.003
C 4.2799 3.1772 1.6854  0.001
H 1.6231 -2.8692 5.1319  0.000
C 3.8272 -2.1017 -1.7537  -0.001
C 2.2562 -2.9405 -0.0078  0.032
C -0.1094 -1.7101 5.6509  0.004
Si -1.8374 0.3908 0.6114  0.004
H 2.0488 -2.2057 -5.2219  0.000
O -3.2650 -3.7144 -0.2290  0.020
C -1.9971 4.3440 2.1396  0.000
H 2.2554 2.3639 -3.0141  0.001
N 2.1869 -0.6726 -0.6687  0.258
C -2.5892 1.4748 -3.3688  0.002
H -2.0210 1.5384 -4.2875  0.000
H -1.3507 3.2915 -0.9071  0.000
C -2.7152 0.9704 -0.9941  0.003
C 3.9882 0.1436 -2.0197  0.078
C 0.0579 4.8837 -1.1016  0.000
H -4.6922 1.1141 -0.1591  0.000
H -6.2683 -2.7565 1.0294  0.000
C 1.6294 3.0618 -2.4724  0.002
C 0.1670 3.4472 2.6812  0.000
C 1.5643 -0.3373 -6.1633  0.001
C 0.1679 -6.0541 -1.4153  0.001
C -3.9567 1.7240 -3.4042  0.000
C -2.3286 3.1528 1.5135  0.000
N 2.7671 -4.1339 0.1892  0.079
H 1.9875 -0.6134 -7.1237  0.000
C 2.9166 0.3457 -1.2187  0.082
H 0.0842 2.2814 -4.6182  0.000
H 4.1903 -3.1120 -1.9311  -0.004
P -1.8356 -3.2323 0.4122  0.249
C 3.2676 1.3883 3.5533  -0.001
H 0.3138 -6.8038 -0.6304  0.000
H 2.8772 0.7151 4.3039  0.000
C 1.3208 -1.2358 3.7777  0.004
H -5.7751 1.8022 -2.2614  0.000
H 2.1835 -1.4827 3.1721  0.001
C 3.0889 2.5091 1.4448  0.000
H 2.1568 -5.5046 1.5948  0.001
C 1.0069 -2.0142 4.8812  0.000
C 0.4768 1.2802 -4.7493  0.002
H 2.5309 2.7308 0.5403  0.000
N 1.2510 -2.6018 0.8910  0.030
S -1.9784 -3.2616 2.4376  0.237
H -1.7681 -0.3793 5.9104  0.000
H 1.0299 -5.3825 -1.4155  0.000
C -5.2771 -3.2102 1.1414  0.001
H 4.9958 1.8790 4.7257  0.000
H -2.9421 -0.6157 2.6091  -0.001
P 0.9625 0.8112 1.9077  0.017
H 1.1333 3.5673 3.1547  0.000
H 0.4691 -3.8133 2.4769  0.001
H 5.9138 3.4598 3.0551  0.000
S -1.1528 -2.0255 -1.5965  0.353
H -1.1973 1.0143 3.9602  0.000